The following is a quantum chemistry calculation of a 2-piece molecular cluster, C4H8N2O3 overall in a non-equilibrium geometry, from the OMol25 dataset.

CARTESIAN COORDINATES (ANGSTROEM)
C  2.124  0.797  0.120
C  1.252  -0.163  -0.213
C  -0.232  0.252  -0.739
C  -0.650  -0.669  -1.857
O  -0.521  1.453  -0.667
H  3.169  0.747  -0.148
H  1.765  1.763  0.448
H  1.616  -1.118  -0.569
H  0.056  -0.607  -2.683
H  -1.665  -0.413  -2.159
H  -0.641  -1.696  -1.491
O  -1.913  0.781  1.350
N  -1.493  -0.432  0.893
N  -0.289  -0.887  1.329
O  -0.176  -0.871  2.658
H  -1.428  1.435  0.758
H  -0.974  -0.371  2.972

Properties
E_HOMO (spin up / spin down): -9.55 / -9.55 eV
Electronic energy: -492.18122 a.u.
LUMO energy (spin up / spin down): -1.3423 / -1.3374 eV
Gap between HOMO and LUMO (spin up / spin down): 8.209 / 8.217 eV
Net charge: 0
SMILES string: C=CC(C)=O.O/N=N\O
Relative energy (zero: lowest compared OMol25 entry of this formula, charge and spin): 201.9 kcal per mole

---

The following is a quantum chemistry calculation of a 2-piece molecular cluster, C3N3O overall in a non-equilibrium geometry, from the OMol25 dataset.

CARTESIAN COORDINATES (ANGSTROEM)
C  -0.208  -0.663  -1.350
C  -2.254  0.612  0.976
C  2.051  -0.192  -0.219
N  -3.120  0.433  1.685
N  0.941  -0.034  -0.699
N  -0.512  0.200  -0.493
O  3.101  -0.356  0.101

Properties
E_HOMO (spin up / spin down): -17.02 / -17.15 eV
Electronic energy: -353.10495 a.u.
LUMO energy (spin up / spin down): -11.2176 / -8.5618 eV
Gap between HOMO and LUMO (spin up / spin down): 5.806 / 8.592 eV
Net charge: +1
Relative energy (zero: lowest compared OMol25 entry of this formula, charge and spin): 210.1 kcal per mole

---

The following is a quantum chemistry calculation of an isolated ion of composition C11H19N4 and charge +1 in a non-equilibrium geometry, from the OMol25 dataset.

CARTESIAN COORDINATES (ANGSTROEM)
C  2.740  -0.921  0.393
C  2.052  0.520  0.344
C  2.955  1.709  0.625
C  1.404  0.824  -1.058
N  0.009  0.389  -1.222
N  -0.321  -0.963  -0.999
N  -1.430  -1.066  -0.181
C  -2.577  -1.801  -0.859
C  -1.075  -1.703  1.102
C  -1.895  0.295  0.022
C  -3.056  0.857  0.557
C  -3.204  2.178  0.423
C  -2.171  2.976  -0.170
N  -1.070  2.452  -0.583
C  -0.966  1.071  -0.498
H  3.793  -0.815  -0.123
H  2.964  -1.257  1.443
H  1.992  -1.708  -0.135
H  1.324  0.448  1.125
H  3.671  1.865  -0.209
H  3.575  1.511  1.402
H  2.304  2.581  0.862
H  1.435  1.848  -1.096
H  2.026  0.422  -1.877
H  -0.335  -1.545  -1.835
H  -2.369  -2.802  -1.164
H  -3.481  -1.667  -0.288
H  -2.848  -1.407  -1.866
H  -0.864  -2.831  0.986
H  -0.205  -1.301  1.416
H  -1.805  -1.505  1.897
H  -3.873  0.303  1.033
H  -4.088  2.626  0.854
H  -2.337  3.973  -0.245

Properties
E_HOMO: -11.99 eV
Electronic energy: -649.18496 a.u.
LUMO energy: -2.8407 eV
Gap between HOMO and LUMO: 9.151 eV
Net charge: +1
SMILES string: CC(C)CN1N[N+](C)(C)c2cccnc21
Relative energy (zero: lowest compared OMol25 entry of this formula, charge and spin): 102.5 kcal per mole

---

The following is a quantum chemistry calculation of C19H18N4O7Ru as an isolated structure in a non-equilibrium geometry, from the OMol25 dataset.

CARTESIAN COORDINATES (ANGSTROEM)
Ru  -0.159  -0.068  0.925
C  0.486  -0.499  4.208
C  -0.524  -0.312  3.109
C  -1.013  -1.433  2.399
C  -1.892  -1.312  1.331
C  -2.365  -0.032  0.950
C  -1.883  1.082  1.620
C  -0.949  0.941  2.677
H  1.500  -0.481  3.807
H  0.339  -1.458  4.703
H  0.401  0.287  4.956
H  -0.645  -2.412  2.670
H  -2.173  -2.197  0.776
H  -3.016  0.067  0.093
H  -2.170  2.069  1.283
H  -0.523  1.825  3.133
C  3.106  1.125  1.401
C  2.966  -0.299  1.035
C  4.060  -1.205  0.742
C  3.494  -2.403  0.451
C  2.062  -2.220  0.564
C  1.040  -3.224  0.205
N  1.778  -0.944  0.958
H  4.134  1.346  1.679
H  2.441  1.389  2.225
H  2.836  1.763  0.558
H  5.103  -0.934  0.767
H  3.974  -3.328  0.173
H  1.515  -4.136  -0.147
H  0.392  -2.826  -0.583
H  0.412  -3.478  1.057
O  -2.759  3.975  -4.629
N  -2.714  2.773  -4.771
O  -3.233  2.143  -5.666
C  -2.001  2.000  -3.740
C  -1.963  0.615  -3.841
C  -1.303  -0.079  -2.861
C  -0.586  0.531  -1.803
O  0.186  -0.178  -1.042
C  -0.732  1.945  -1.725
C  -1.415  2.668  -2.695
N  -0.160  2.727  -0.629
O  -0.291  3.923  -0.655
O  0.413  2.163  0.319
N  -1.373  -1.548  -2.894
O  -1.322  -2.085  -3.973
O  -1.536  -2.118  -1.828
H  -2.453  0.103  -4.658
H  -1.487  3.744  -2.635

Properties
E_HOMO (spin up / spin down): -12.06 / -12.52 eV
2S+1: 2
Electronic energy: -1574.89871 a.u.
LUMO energy (spin up / spin down): -4.4033 / -5.0555 eV
Gap between HOMO and LUMO (spin up / spin down): 7.656 / 7.462 eV
Net charge: +1
Relative energy (zero: lowest compared OMol25 entry of this formula, charge and spin): 11.6 kcal per mole

---

The following is a quantum chemistry calculation of a 2-piece molecular cluster, ClH6NSi2 overall in a non-equilibrium geometry, from the OMol25 dataset.

CARTESIAN COORDINATES (ANGSTROEM)
N  0.042  -2.283  -0.295
Si  -0.188  1.679  -0.394
Si  1.205  0.047  0.509
Cl  3.126  -0.067  -0.313
H  0.591  -3.076  0.042
H  -0.841  -2.342  0.280
H  0.004  3.044  -0.730
H  -0.539  0.843  -1.533
H  -0.993  2.068  0.731
H  1.809  0.048  1.841

Properties
E_HOMO (spin up / spin down): -8.84 / -8.84 eV
Electronic energy: -1097.42022 a.u.
LUMO energy (spin up / spin down): -1.1014 / -1.1012 eV
Gap between HOMO and LUMO (spin up / spin down): 7.736 / 7.736 eV
Net charge: 0
Relative energy (zero: lowest compared OMol25 entry of this formula, charge and spin): 97.1 kcal per mole

---

The following is a quantum chemistry calculation of C30H45Cl2N2PZr as an isolated structure in a non-equilibrium geometry, from the OMol25 dataset.

CARTESIAN COORDINATES (ANGSTROEM)
P  1.295  -3.124  -2.549
C  0.674  -4.867  -2.112
C  0.963  -6.052  -3.049
C  0.157  -7.289  -2.628
C  0.281  -7.635  -1.136
C  0.193  -6.426  -0.195
C  1.046  -5.242  -0.670
C  3.161  -3.295  -2.331
C  3.749  -4.627  -2.793
C  5.280  -4.587  -2.788
C  5.853  -4.158  -1.431
C  5.145  -2.950  -0.796
C  3.609  -2.993  -0.892
C  1.229  -3.228  -4.423
C  -0.240  -3.319  -4.870
C  -0.360  -3.418  -6.398
C  0.420  -2.326  -7.142
C  1.850  -2.126  -6.621
C  1.950  -2.045  -5.091
H  -0.415  -4.670  -2.148
H  2.026  -6.322  -3.022
H  0.730  -5.804  -4.093
H  0.488  -8.145  -3.231
H  -0.901  -7.119  -2.870
H  -0.510  -8.348  -0.874
H  1.239  -8.149  -0.967
H  -0.853  -6.095  -0.125
H  0.506  -6.714  0.816
H  0.899  -4.387  0.005
H  2.107  -5.529  -0.614
H  3.542  -2.493  -2.986
H  5.618  -3.892  -3.568
H  3.399  -4.897  -3.800
H  3.426  -5.419  -2.103
H  5.660  -5.581  -3.056
H  6.916  -3.921  -1.562
H  5.804  -5.010  -0.738
H  5.433  -2.870  0.259
H  5.501  -2.037  -1.293
H  3.182  -2.037  -0.551
H  3.229  -3.771  -0.213
H  1.752  -4.152  -4.736
H  -0.736  -4.190  -4.414
H  -0.773  -2.427  -4.511
H  0.006  -4.405  -6.719
H  -1.420  -3.367  -6.670
H  -0.129  -1.378  -7.065
H  0.461  -2.573  -8.209
H  2.280  -1.215  -7.053
H  2.472  -2.967  -6.963
H  3.014  -2.029  -4.815
H  1.513  -1.107  -4.718
Zr  -0.204  -0.146  -0.296
Cl  1.379  0.168  -2.051
Cl  -1.200  -2.271  -0.284
C  0.684  0.307  1.578
H  0.672  1.383  1.814
C  1.363  -0.439  2.613
C  1.937  0.245  3.731
C  2.737  -0.428  4.641
C  2.970  -1.811  4.503
C  2.340  -2.523  3.466
C  1.532  -1.859  2.554
H  1.753  1.316  3.825
H  3.188  0.120  5.468
H  2.480  -3.602  3.385
H  1.009  -2.393  1.750
H  3.619  -2.326  5.204
N  -0.706  2.651  -2.284
C  -1.715  2.508  -1.400
C  -2.666  3.509  -1.147
C  -3.483  3.365  -0.034
C  -3.432  2.191  0.722
C  -2.594  1.158  0.347
N  -1.708  1.331  -0.698
H  -0.026  1.903  -2.438
H  -0.658  3.500  -2.834
H  -2.667  4.399  -1.783
H  -4.158  4.165  0.255
H  -4.026  2.063  1.625
H  -2.597  0.168  0.831

Properties
E_HOMO (spin up / spin down): -6.00 / -5.99 eV
Electronic energy: -2588.53422 a.u.
LUMO energy (spin up / spin down): -0.8370 / -0.8372 eV
Gap between HOMO and LUMO (spin up / spin down): 5.158 / 5.157 eV
Net charge: 0
Relative energy (zero: lowest compared OMol25 entry of this formula, charge and spin): 3.4 kcal per mole

---

Copy entry 4 word for word.
The following is a quantum chemistry calculation of C19H18N4O7Ru as an isolated structure in a non-equilibrium geometry, from the OMol25 dataset.

CARTESIAN COORDINATES (ANGSTROEM)
Ru  -0.159  -0.068  0.925
C  0.486  -0.499  4.208
C  -0.524  -0.312  3.109
C  -1.013  -1.433  2.399
C  -1.892  -1.312  1.331
C  -2.365  -0.032  0.950
C  -1.883  1.082  1.620
C  -0.949  0.941  2.677
H  1.500  -0.481  3.807
H  0.339  -1.458  4.703
H  0.401  0.287  4.956
H  -0.645  -2.412  2.670
H  -2.173  -2.197  0.776
H  -3.016  0.067  0.093
H  -2.170  2.069  1.283
H  -0.523  1.825  3.133
C  3.106  1.125  1.401
C  2.966  -0.299  1.035
C  4.060  -1.205  0.742
C  3.494  -2.403  0.451
C  2.062  -2.220  0.564
C  1.040  -3.224  0.205
N  1.778  -0.944  0.958
H  4.134  1.346  1.679
H  2.441  1.389  2.225
H  2.836  1.763  0.558
H  5.103  -0.934  0.767
H  3.974  -3.328  0.173
H  1.515  -4.136  -0.147
H  0.392  -2.826  -0.583
H  0.412  -3.478  1.057
O  -2.759  3.975  -4.629
N  -2.714  2.773  -4.771
O  -3.233  2.143  -5.666
C  -2.001  2.000  -3.740
C  -1.963  0.615  -3.841
C  -1.303  -0.079  -2.861
C  -0.586  0.531  -1.803
O  0.186  -0.178  -1.042
C  -0.732  1.945  -1.725
C  -1.415  2.668  -2.695
N  -0.160  2.727  -0.629
O  -0.291  3.923  -0.655
O  0.413  2.163  0.319
N  -1.373  -1.548  -2.894
O  -1.322  -2.085  -3.973
O  -1.536  -2.118  -1.828
H  -2.453  0.103  -4.658
H  -1.487  3.744  -2.635

Properties
E_HOMO (spin up / spin down): -12.06 / -12.52 eV
2S+1: 2
Electronic energy: -1574.89871 a.u.
LUMO energy (spin up / spin down): -4.4033 / -5.0555 eV
Gap between HOMO and LUMO (spin up / spin down): 7.656 / 7.462 eV
Net charge: +1
Relative energy (zero: lowest compared OMol25 entry of this formula, charge and spin): 11.6 kcal per mole

---

Which of these has the lowest relative energy (zero: lowest compared OMol25 entry of this formula, charge and spin)? C30H45Cl2N2PZr